i:
14
Properties=species:S:1:pos:R:3:nbo_charge:R:1 method="wB97M-V/def2-TZVPD" homo_energy_ev=-9.5 homo_lumo_gap_ev=10.285 multiplicity=1
C 1.08 -0.41 0.35 0.120
C -0.11 -0.91 -0.25 -0.491
C -1.36 -0.14 0.05 0.412
C -1.63 0.73 1.08 -0.520
C 1.35 1.03 0.02 -0.053
C 1.35 2.16 -0.66 -0.180
H 0.88 -0.27 1.44 0.206
H 0.01 -0.78 -1.47 0.238
H -0.27 -1.97 0.02 0.257
H -2.62 1.15 1.26 0.219
H -1.01 1.00 2.30 0.220
H 1.24 3.19 -0.85 0.236
F 2.03 -1.47 0.13 -0.353
F -2.28 -0.43 -0.82 -0.310

ii:
14
Properties=species:S:1:pos:R:3:nbo_charge:R:1 method="wB97M-V/def2-TZVPD" homo_energy_ev=-9.9 homo_lumo_gap_ev=10.838 multiplicity=1
C 1.69 -2.11 -0.82 -0.230
C 0.76 -1.41 -0.47 0.010
C -0.36 -0.47 -0.17 -0.362
C -0.20 0.06 1.22 -0.285
C -0.11 1.27 1.62 0.254
F -0.07 2.35 0.89 -0.319
C -0.56 0.60 -1.25 0.073
F -1.66 1.36 -0.92 -0.358
H 2.44 -2.79 -1.03 0.234
H -1.37 -0.99 -0.18 0.248
H -0.13 -0.66 2.01 0.227
H 0.00 1.49 2.68 0.163
H -0.76 0.07 -2.17 0.170
H 0.32 1.23 -1.42 0.177

What should be chosen as the least stable of them? Choose i.

i:
16
Properties=species:S:1:pos:R:3:nbo_charge:R:1 method="wB97M-V/def2-TZVPD" homo_energy_ev="1.0 / -5.4" homo_lumo_gap_ev="2.501 / 8.724" total_charge=-1 multiplicity=2
C -1.08 -0.55 0.68 -0.367
C -0.20 -0.34 -0.35 -0.121
N -0.06 -1.54 -1.01 -0.505
C -0.83 -2.50 -0.44 -0.110
C -1.48 -1.91 0.62 -0.312
H -1.42 0.16 1.41 0.212
H 0.53 0.39 -0.64 0.229
H 0.62 -1.68 -1.74 0.402
H -0.89 -3.54 -0.69 0.197
H -2.16 -2.39 1.30 0.202
H 1.95 1.35 1.41 0.436
H 2.32 1.20 2.86 0.439
O 2.58 0.88 1.99 -1.028
H -0.73 3.30 -1.79 0.368
H 0.62 4.01 -1.68 0.315
O 0.22 3.15 -1.92 -1.357

ii:
16
Properties=species:S:1:pos:R:3:nbo_charge:R:1 method="wB97M-V/def2-TZVPD" homo_energy_ev="-0.5 / -2.5" homo_lumo_gap_ev="4.829 / 6.725" total_charge=-1 multiplicity=2
C -0.17 1.73 0.61 -0.391
C 0.28 1.04 -0.59 -0.339
N 1.29 -0.01 -0.01 -0.707
C 0.96 -0.12 1.37 -0.277
C 0.09 1.02 1.74 -0.330
H -0.21 2.84 0.60 0.185
H 0.34 0.93 -1.65 0.186
H 2.08 0.64 0.16 0.342
H 1.04 -0.86 2.16 0.179
H -0.23 1.32 2.75 0.185
H -0.50 -1.30 0.07 0.495
H 0.40 -2.53 0.01 0.472
O -0.50 -2.25 -0.11 -0.984
H -1.31 -1.27 -1.84 0.493
H -1.56 -0.19 -2.80 0.456
O -2.01 -0.99 -2.47 -0.967

What should be chosen as the least stable of them? Choose ii.

i:
7
Properties=species:S:1:pos:R:3:nbo_charge:R:1 method="wB97M-V/def2-TZVPD" homo_energy_ev=-3.8 homo_lumo_gap_ev=7.762 total_charge=-1 multiplicity=1
C -2.72 -0.59 -0.86 0.164
N -1.71 -0.69 -0.35 -0.679
O 0.43 -0.31 1.18 -1.048
O 1.29 1.90 0.32 -1.019
S 1.60 0.43 0.57 1.345
H 2.00 -0.08 -1.08 -0.218
H -0.90 -0.66 0.22 0.454

ii:
7
Properties=species:S:1:pos:R:3:nbo_charge:R:1 method="wB97M-V/def2-TZVPD" homo_energy_ev="-2.2 / -2.2" homo_lumo_gap_ev="6.294 / 6.290" total_charge=-1 multiplicity=1
C -0.03 0.33 0.70 -0.094
N 0.87 0.89 1.28 -0.746
O 0.90 -0.86 -2.21 -0.986
O -1.38 -1.31 -1.40 -0.991
S 0.04 -1.47 -1.16 1.483
H -1.17 0.65 0.79 0.064
H 0.78 1.76 2.00 0.271

What should be chosen as the least stable of them? Choose ii.

i:
19
Properties=species:S:1:pos:R:3:nbo_charge:R:1 method="wB97M-V/def2-TZVPD" homo_energy_ev=-8.6 homo_lumo_gap_ev=9.359 multiplicity=1 smiles="C/C=N/[C@@H](S)[C@H](C)O"
C -0.49 1.17 2.58 -0.666
C -0.71 0.05 1.59 0.162
N 0.18 -0.21 0.79 -0.462
C -0.07 -1.14 -0.20 -0.155
S -1.83 -1.75 -0.55 -0.138
C 0.20 -0.37 -1.68 0.110
C 1.70 -0.18 -1.62 -0.670
O -0.51 0.74 -1.87 -0.692
H -1.33 1.39 3.18 0.212
H 0.41 0.96 3.18 0.229
H -0.27 2.03 2.05 0.221
H -1.72 -0.40 1.60 0.173
H 0.54 -2.00 -0.07 0.214
H -2.16 -0.37 -0.46 0.140
H -0.12 -1.00 -2.47 0.188
H 1.88 0.62 -0.79 0.221
H 2.20 0.04 -2.62 0.217
H 2.35 -1.04 -1.31 0.222
H -0.25 1.46 -1.35 0.472

ii:
19
Properties=species:S:1:pos:R:3:nbo_charge:R:1 method="wB97M-V/def2-TZVPD" homo_energy_ev=-8.5 homo_lumo_gap_ev=8.456 multiplicity=1
C -1.57 -0.57 0.62 -0.085
C -0.19 -0.06 0.03 0.083
C 0.70 -1.33 0.11 -0.658
C -0.03 0.84 -1.16 -0.447
C 0.77 1.80 -0.18 -0.146
H -2.91 -2.05 -0.18 0.450
H -1.13 -1.22 1.53 0.181
H -2.23 0.27 1.18 0.197
H 0.52 -2.16 -0.70 0.257
H 0.29 -1.91 0.98 0.206
H 2.46 0.69 0.19 0.120
H -1.09 1.23 -1.53 0.237
H 0.56 0.61 -2.06 0.236
H 0.57 2.91 -0.24 0.209
H 1.88 1.57 -0.22 0.112
H 1.04 0.55 1.51 0.351
N 0.23 1.03 1.00 -0.631
O -2.19 -1.06 -0.69 -0.701
S 2.33 -1.16 -0.19 0.028

iii:
19
Properties=species:S:1:pos:R:3:nbo_charge:R:1 method="wB97M-V/def2-TZVPD" homo_energy_ev=-7.9 homo_lumo_gap_ev=8.607 multiplicity=1 smiles="C=[S@]1(=O)CCN(C)C1"
C 1.02 1.16 -2.29 -1.066
S 0.12 -0.10 -1.71 1.778
O -0.40 -1.06 -2.66 -0.912
C -1.22 0.68 -0.81 -0.661
C -1.10 0.24 0.65 -0.213
N 0.30 0.07 0.94 -0.467
C 0.45 -0.43 2.32 -0.416
C 0.88 -0.85 0.02 -0.385
H 1.76 0.74 -2.96 0.229
H 1.23 1.90 -1.58 0.227
H -2.21 0.34 -1.03 0.256
H -1.21 1.77 -0.85 0.246
H -1.73 0.98 1.17 0.229
H -1.59 -0.85 0.77 0.153
H 1.50 -0.51 2.57 0.214
H -0.29 0.26 2.92 0.216
H 0.04 -1.56 2.50 0.165
H 1.95 -0.90 -0.15 0.227
H 0.47 -1.88 0.21 0.178

iv:
19
Properties=species:S:1:pos:R:3:nbo_charge:R:1 method="wB97M-V/def2-TZVPD" homo_energy_ev=-7.8 homo_lumo_gap_ev=5.265 multiplicity=1
O -2.33 0.92 1.03 -0.663
C -2.26 0.27 -0.07 0.288
C -1.14 -0.77 -0.42 -0.067
C -0.34 -1.03 0.87 -0.524
C 1.11 -1.28 0.49 -0.197
S 1.85 -0.50 -0.78 0.346
C 2.12 1.15 -0.11 -0.764
N -1.10 0.54 -1.00 -0.642
H -3.26 0.30 -0.68 0.166
H -1.18 -1.46 -1.23 0.224
H -0.93 -1.63 1.51 0.264
H -0.37 0.13 1.22 0.298
H 1.71 -2.06 0.86 0.216
H -1.06 2.61 2.32 0.031
H 2.33 2.02 -0.71 0.259
H 2.75 1.14 0.85 0.233
H 1.09 1.42 0.18 0.216
H -0.67 3.15 2.73 -0.036
H -0.63 1.27 -0.46 0.354

What should be chosen as the least stable of them? Choose iv.